Entry 1:
Below is 12 unconnected molecules or ions with the total composition C72H120F6N6, with properties calculated with wB97M-V/def2-TZVPD.

Output
E_HOMO, hartree: -0.307
Calculated total energy, a.u.: -3742.961484
Gap between HOMO and LUMO, eV: 9.0
E_LUMO, eV: 0.6

Geometry as ORCA input:
```
! wB97M-V def2-TZVPD RIJCOSX def2/J DEFGRID3
* xyz 0 1
C -4.296 -2.884 7.500
C -5.120 -2.799 6.231
N -4.619 -1.880 5.225
C -3.382 -2.357 4.602
C -2.635 -1.312 3.887
C -5.590 -1.738 4.130
C -6.711 -0.906 4.515
H -4.304 -1.895 7.980
H -3.269 -3.072 7.376
H -4.635 -3.640 8.231
H -5.269 -3.777 5.774
H -6.115 -2.517 6.490
H -2.702 -2.677 5.409
H -3.548 -3.208 3.956
H -2.531 -0.336 4.360
H -1.587 -1.611 3.555
H -3.061 -1.087 2.916
H -5.902 -2.729 3.688
H -5.017 -1.262 3.316
H -7.168 -1.298 5.465
H -7.481 -0.801 3.783
H -6.224 0.091 4.796
C -1.648 6.690 -0.757
C -1.149 7.246 0.506
N -2.202 7.585 1.499
C -2.846 6.431 2.072
C -1.849 5.563 2.873
C -3.156 8.525 0.963
C -2.625 9.948 0.777
H -1.977 5.658 -0.624
H -0.929 6.599 -1.588
H -2.483 7.262 -1.162
H -0.424 6.590 0.975
H -0.535 8.130 0.381
H -3.562 6.861 2.749
H -3.406 5.776 1.326
H -2.355 4.967 3.619
H -1.223 4.844 2.281
H -1.192 6.240 3.410
H -3.968 8.677 1.725
H -3.762 8.179 0.157
H -2.190 10.155 -0.196
H -1.918 10.201 1.506
H -3.430 10.692 0.843
C -3.127 -1.151 -5.788
C -2.394 -0.244 -6.755
N -2.037 1.075 -6.275
C -1.070 1.054 -5.242
C 0.283 0.589 -5.642
C -3.228 1.787 -5.909
C -4.254 2.089 -6.942
H -2.571 -1.436 -4.895
H -3.390 -2.101 -6.264
H -4.069 -0.761 -5.414
H -1.542 -0.706 -7.177
H -3.056 -0.182 -7.610
H -1.026 2.060 -4.924
H -1.347 0.491 -4.332
H 0.936 0.534 -4.753
H 0.160 -0.462 -5.974
H 0.793 1.136 -6.408
H -2.847 2.706 -5.452
H -3.725 1.337 -4.999
H -4.782 1.238 -7.365
H -3.901 2.700 -7.730
H -5.066 2.617 -6.400
C 1.876 -4.620 -3.590
C 3.241 -4.691 -2.820
N 3.301 -5.930 -2.074
C 3.932 -7.029 -2.810
C 3.793 -8.407 -2.181
C 3.840 -5.804 -0.722
C 2.860 -5.081 0.199
H 1.132 -4.800 -2.797
H 1.690 -5.399 -4.341
H 1.743 -3.664 -4.009
H 4.042 -4.436 -3.452
H 3.200 -3.808 -2.114
H 5.017 -6.811 -2.873
H 3.436 -6.954 -3.806
H 4.199 -8.586 -1.214
H 4.237 -9.149 -2.821
H 2.712 -8.627 -2.090
H 4.023 -6.758 -0.213
H 4.850 -5.307 -0.687
H 2.229 -4.302 -0.274
H 2.192 -5.842 0.666
H 3.327 -4.555 1.040
C 5.537 3.634 -2.103
C 4.058 3.911 -2.621
N 3.422 5.061 -2.052
C 1.952 4.887 -2.214
C 1.267 3.908 -1.311
C 3.912 6.289 -2.624
C 3.450 7.537 -1.851
H 5.503 3.365 -1.049
H 6.120 4.530 -2.186
H 6.042 2.879 -2.656
H 4.063 4.025 -3.719
H 3.429 3.016 -2.402
H 1.518 5.858 -1.944
H 1.599 4.779 -3.282
H 0.190 3.928 -1.485
H 1.647 2.906 -1.499
H 1.464 4.175 -0.213
H 3.596 6.489 -3.684
H 4.994 6.433 -2.624
H 4.017 7.522 -0.871
H 2.421 7.527 -1.496
H 3.716 8.462 -2.384
C 0.555 -2.018 0.952
C 0.916 -0.797 0.194
N -0.244 -0.028 -0.374
C -1.051 -0.756 -1.319
C -0.236 -1.328 -2.482
C -1.215 0.482 0.621
C -0.543 1.244 1.730
H 0.073 -2.694 0.243
H -0.174 -1.842 1.704
H 1.454 -2.436 1.410
H 1.500 -0.097 0.839
H 1.486 -0.974 -0.654
H -1.710 -1.439 -0.870
H -1.858 -0.048 -1.715
H 0.447 -0.576 -2.910
H 0.320 -2.187 -2.164
H -0.861 -1.683 -3.260
H -1.952 -0.337 1.048
H -1.845 1.208 0.058
H 0.055 0.625 2.379
H -1.383 1.624 2.368
H 0.068 2.056 1.450
F 4.073 -3.175 3.635
C 3.677 -2.168 4.406
C 3.608 -2.271 5.758
C 3.127 -1.212 6.500
C 2.729 -0.043 5.894
C 2.737 -0.003 4.505
C 3.195 -1.036 3.764
H 3.870 -3.219 6.137
H 3.000 -1.305 7.581
H 2.355 0.848 6.393
H 2.380 0.862 3.967
H 3.276 -0.933 2.707
F -4.511 -2.941 0.710
C -3.592 -3.751 0.179
C -3.442 -3.649 -1.211
C -2.391 -4.354 -1.783
C -1.611 -5.239 -1.019
C -1.904 -5.380 0.356
C -2.907 -4.676 0.942
H -4.164 -3.045 -1.725
H -2.162 -4.193 -2.825
H -0.861 -5.834 -1.495
H -1.305 -6.100 0.870
H -3.117 -4.809 1.963
F 4.569 2.560 3.858
C 4.893 1.951 2.689
C 6.016 1.172 2.691
C 6.352 0.446 1.531
C 5.542 0.497 0.434
C 4.414 1.311 0.444
C 4.029 2.000 1.555
H 6.707 1.337 3.520
H 7.250 -0.158 1.466
H 5.790 0.030 -0.549
H 3.807 1.311 -0.472
H 3.049 2.451 1.600
F -0.205 -6.880 2.838
C -0.303 -5.932 3.785
C -0.930 -6.187 4.959
C -0.872 -5.215 5.985
C -0.215 -4.036 5.834
C 0.451 -3.809 4.612
C 0.401 -4.712 3.574
H -1.400 -7.178 5.177
H -1.457 -5.413 6.899
H -0.075 -3.350 6.707
H 1.024 -2.940 4.447
H 0.940 -4.567 2.664
F 6.821 -0.041 -3.765
C 5.533 -0.474 -3.889
C 5.309 -1.504 -4.790
C 3.974 -1.821 -5.037
C 2.937 -1.222 -4.299
C 3.207 -0.283 -3.338
C 4.523 0.119 -3.162
H 6.154 -1.972 -5.320
H 3.705 -2.402 -5.950
H 1.914 -1.552 -4.520
H 2.437 0.285 -2.841
H 4.824 0.920 -2.500
F -4.296 4.194 -0.889
C -4.431 2.925 -0.407
C -4.678 1.811 -1.183
C -4.937 0.631 -0.504
C -4.774 0.506 0.908
C -4.302 1.607 1.616
C -4.181 2.799 0.958
H -4.853 1.883 -2.271
H -5.212 -0.298 -0.974
H -4.886 -0.489 1.246
H -4.108 1.578 2.668
H -3.851 3.679 1.521
*
```

Entry 2:
Below is 8 unconnected molecules or ions with the total composition C72H152N8O8, with properties calculated with wB97M-V/def2-TZVPD.

Output
Energy above the lowest of the compared OMol25 structures with the same formula, charge and spin, kcal per mole: 116.9
E_HOMO, hartree: -0.303
Calculated total energy, a.u.: -3874.012729
Gap between HOMO and LUMO, eV: 8.7
E_LUMO, eV: 0.5

Geometry as ORCA input:
```
! wB97M-V def2-TZVPD RIJCOSX def2/J DEFGRID3
* xyz 0 1
C -22.971 -20.217 -2.643
C -23.373 -18.726 -2.687
C -22.226 -17.748 -2.616
C -21.396 -17.541 -3.907
C -22.360 -17.174 -5.022
C -23.415 -18.203 -5.202
N -24.147 -18.342 -3.875
O -25.250 -19.261 -4.159
C -24.368 -17.599 -6.245
C -22.750 -19.378 -5.855
C -24.341 -18.514 -1.540
H -22.206 -20.364 -1.885
H -22.607 -20.679 -3.645
H -23.847 -20.798 -2.420
H -22.705 -16.749 -2.444
H -21.627 -17.932 -1.736
H -20.699 -18.416 -4.113
H -20.692 -16.719 -3.800
H -21.810 -17.062 -5.961
H -22.801 -16.233 -4.715
H -24.862 -16.674 -5.979
H -23.837 -17.408 -7.174
H -25.167 -18.275 -6.496
H -21.975 -19.809 -5.200
H -23.328 -20.207 -6.262
H -22.147 -18.990 -6.693
H -24.565 -17.458 -1.523
H -23.852 -18.803 -0.604
H -25.295 -19.064 -1.734
H -25.954 -18.691 -3.972
C -26.183 -14.620 -2.617
C -25.782 -13.942 -1.318
C -24.322 -13.451 -1.487
C -23.877 -12.575 -0.327
C -24.824 -11.318 -0.349
C -26.267 -11.741 -0.103
N -26.573 -12.740 -1.129
O -27.976 -13.031 -0.960
C -26.370 -12.162 1.402
C -27.192 -10.514 -0.323
C -25.865 -14.984 -0.131
H -26.256 -13.982 -3.489
H -27.141 -15.223 -2.547
H -25.485 -15.371 -2.843
H -23.730 -14.299 -1.684
H -24.246 -12.916 -2.514
H -22.839 -12.318 -0.384
H -24.051 -13.025 0.645
H -24.897 -10.781 -1.347
H -24.504 -10.572 0.362
H -26.842 -11.451 2.052
H -27.052 -13.054 1.448
H -25.447 -12.416 1.875
H -26.820 -9.777 0.402
H -27.112 -10.188 -1.373
H -28.216 -10.745 -0.014
H -26.786 -15.567 -0.119
H -25.710 -14.508 0.813
H -25.045 -15.683 -0.240
H -28.346 -12.573 -1.724
C -18.164 -22.779 -1.946
C -18.576 -21.629 -0.948
C -20.034 -21.882 -0.577
C -20.132 -22.945 0.490
C -19.311 -22.558 1.685
C -17.812 -22.559 1.403
N -17.648 -21.571 0.307
O -16.346 -21.620 -0.236
C -17.103 -22.157 2.652
C -17.306 -23.932 1.031
C -18.349 -20.243 -1.683
H -18.812 -22.587 -2.772
H -18.290 -23.858 -1.716
H -17.112 -22.683 -2.260
H -20.442 -20.975 -0.088
H -20.632 -21.968 -1.528
H -19.709 -23.952 0.232
H -21.150 -23.204 0.774
H -19.502 -23.333 2.479
H -19.562 -21.554 1.972
H -16.031 -22.490 2.634
H -17.140 -21.087 2.804
H -17.684 -22.685 3.471
H -16.456 -23.765 0.336
H -16.881 -24.482 1.912
H -17.998 -24.557 0.507
H -18.672 -19.398 -1.114
H -19.076 -20.251 -2.516
H -17.288 -20.098 -1.917
H -15.874 -21.053 0.424
C -20.004 -20.423 5.431
C -20.842 -21.527 6.156
C -21.293 -20.806 7.421
C -22.399 -21.568 8.234
C -23.625 -21.753 7.317
C -23.239 -22.400 5.963
N -22.037 -21.712 5.334
O -21.598 -22.636 4.269
C -23.098 -23.983 6.020
C -24.365 -22.117 4.968
C -19.939 -22.732 6.514
H -20.714 -19.647 5.142
H -19.588 -20.829 4.498
H -19.082 -20.120 5.971
H -20.475 -20.652 8.058
H -21.676 -19.807 7.170
H -22.614 -21.090 9.234
H -21.969 -22.580 8.473
H -24.130 -20.768 7.175
H -24.397 -22.330 7.842
H -22.157 -24.526 6.274
H -23.826 -24.300 6.802
H -23.457 -24.353 5.100
H -24.186 -22.522 3.954
H -25.266 -22.541 5.292
H -24.607 -21.039 4.837
H -19.060 -22.367 6.951
H -19.678 -23.187 5.525
H -20.354 -23.507 7.123
H -21.252 -21.980 3.612
C -30.383 -17.306 7.244
C -29.560 -18.455 7.872
C -28.909 -19.359 6.762
C -27.702 -18.610 6.185
C -26.723 -18.224 7.234
C -27.319 -17.391 8.322
N -28.542 -18.026 8.825
O -29.142 -17.188 9.820
C -26.251 -17.441 9.448
C -27.475 -15.935 7.799
C -30.512 -19.286 8.653
H -29.852 -17.005 6.374
H -30.498 -16.505 7.960
H -31.403 -17.646 6.981
H -28.697 -20.362 7.167
H -29.554 -19.553 5.875
H -28.048 -17.669 5.713
H -27.161 -19.203 5.445
H -25.824 -17.650 6.933
H -26.396 -19.176 7.729
H -25.240 -17.388 9.045
H -26.341 -16.687 10.199
H -26.251 -18.404 9.916
H -28.049 -15.973 6.805
H -28.037 -15.399 8.491
H -26.493 -15.466 7.591
H -29.930 -20.045 9.183
H -31.250 -19.871 7.999
H -31.080 -18.611 9.328
H -28.984 -17.636 10.665
C -30.196 -19.077 -0.496
C -28.772 -18.706 -0.029
C -28.798 -17.386 0.816
C -29.597 -17.632 2.123
C -28.746 -18.602 2.959
C -28.672 -19.944 2.179
N -28.089 -19.694 0.828
O -28.231 -20.946 0.050
C -27.708 -20.823 2.975
C -30.056 -20.668 2.221
C -27.940 -18.496 -1.332
H -30.900 -19.105 0.274
H -30.037 -20.035 -1.041
H -30.509 -18.236 -1.153
H -27.753 -17.107 1.092
H -29.202 -16.560 0.240
H -30.558 -18.113 1.857
H -29.817 -16.769 2.705
H -29.096 -18.832 3.990
H -27.745 -18.237 3.161
H -27.517 -21.833 2.598
H -26.740 -20.381 3.267
H -28.144 -21.044 3.939
H -29.879 -21.717 1.903
H -30.417 -20.615 3.263
H -30.805 -20.219 1.623
H -26.945 -18.151 -1.089
H -28.439 -17.788 -1.944
H -27.818 -19.321 -2.030
H -27.390 -21.378 0.301
C -18.377 -10.257 -3.726
C -18.628 -11.774 -3.881
C -18.893 -12.296 -2.510
C -19.720 -13.550 -2.311
C -20.934 -13.413 -3.183
C -20.576 -13.171 -4.694
N -19.839 -11.909 -4.690
O -19.660 -11.430 -6.068
C -19.808 -14.277 -5.448
C -21.948 -12.979 -5.391
C -17.379 -12.387 -4.553
H -17.873 -9.973 -4.766
H -17.595 -10.172 -2.914
H -19.329 -9.715 -3.480
H -17.924 -12.160 -1.936
H -19.551 -11.568 -1.997
H -19.936 -13.700 -1.272
H -19.166 -14.491 -2.582
H -21.480 -12.471 -2.898
H -21.626 -14.291 -3.171
H -20.350 -15.221 -5.373
H -19.575 -13.902 -6.448
H -18.925 -14.453 -4.860
H -22.487 -13.926 -5.385
H -22.637 -12.213 -4.901
H -21.731 -12.638 -6.429
H -17.142 -12.179 -5.586
H -17.187 -13.463 -4.442
H -16.431 -11.991 -4.124
H -19.607 -10.500 -5.949
C -24.457 -15.325 4.589
C -23.775 -16.511 3.999
C -24.698 -17.588 3.481
C -23.916 -18.719 2.846
C -23.126 -18.031 1.665
C -22.092 -17.026 2.131
N -22.855 -16.057 2.990
O -21.966 -15.069 3.578
C -20.924 -17.715 2.690
C -21.638 -16.056 0.950
C -23.023 -17.138 5.162
H -24.917 -14.806 3.734
H -23.651 -14.700 4.943
H -25.228 -15.658 5.296
H -25.260 -17.941 4.407
H -25.406 -17.283 2.782
H -24.584 -19.537 2.418
H -23.273 -19.284 3.424
H -23.875 -17.458 1.103
H -22.661 -18.810 1.090
H -20.162 -17.038 3.221
H -21.273 -18.396 3.430
H -20.405 -18.222 1.886
H -21.231 -16.759 0.180
H -22.475 -15.545 0.476
H -20.920 -15.318 1.228
H -22.649 -18.104 4.856
H -23.693 -17.205 6.020
H -22.167 -16.515 5.502
H -21.555 -15.558 4.288
*
```